Entry 1:
Formula: C35H70Br4O15
Source: the OMol25 dataset
Level of theory: ωB97M-V/def2-TZVPD

ORCA input file:
```
! RIJCOSX wB97M-V def2-TZVPD def2/J DEFGRID3
* xyz 0 1
C -4.796 1.417 26.573
C -4.459 2.060 25.226
O -5.630 2.698 24.732
C -5.944 2.594 23.366
C -7.175 3.378 23.060
O -5.358 1.970 22.508
H -5.641 0.744 26.428
H -5.192 2.075 27.346
H -3.983 0.807 26.967
H -3.689 2.824 25.333
H -4.171 1.229 24.582
H -7.215 3.478 21.975
H -7.149 4.429 23.346
H -8.032 2.805 23.414
C -6.961 1.631 17.689
C -8.191 0.866 17.283
O -8.548 -0.057 18.258
C -9.373 0.299 19.316
C -9.637 -0.753 20.305
O -9.830 1.455 19.499
H -6.268 1.052 18.299
H -7.289 2.457 18.321
H -6.427 1.970 16.801
H -9.055 1.415 16.909
H -7.948 0.302 16.382
H -8.916 -1.547 20.105
H -10.654 -1.145 20.326
H -9.422 -0.318 21.281
C -9.929 3.434 27.624
C -11.165 2.538 27.485
O -12.349 3.288 27.825
C -12.943 3.366 29.029
C -14.213 4.204 29.031
O -12.579 2.753 30.081
H -9.047 2.802 27.522
H -9.938 3.875 28.621
H -9.912 4.261 26.914
H -11.258 2.241 26.440
H -11.177 1.589 28.021
H -15.150 3.649 28.979
H -14.133 4.901 28.197
H -14.191 4.812 29.936
C -3.250 -2.002 20.476
C -2.353 -1.349 19.412
O -1.032 -1.879 19.290
C -0.741 -2.954 18.596
C 0.693 -3.478 18.842
O -1.482 -3.524 17.824
H -2.952 -1.941 21.523
H -3.275 -3.056 20.200
H -4.276 -1.652 20.370
H -2.836 -1.364 18.435
H -2.155 -0.307 19.661
H 0.920 -4.333 18.206
H 0.633 -3.842 19.868
H 1.473 -2.720 18.759
C -15.376 6.790 23.514
C -13.884 6.741 23.898
O -13.031 7.351 22.961
C -11.692 7.264 23.164
C -10.917 8.202 22.293
O -11.131 6.719 24.092
H -15.692 7.831 23.582
H -15.968 6.069 24.078
H -15.568 6.580 22.462
H -13.755 7.280 24.837
H -13.626 5.687 23.992
H -11.564 8.840 21.691
H -10.285 7.597 21.642
H -10.323 8.930 22.844
C -10.237 6.339 16.842
C -11.418 7.105 17.353
O -12.025 8.058 16.491
C -11.550 9.276 16.390
C -12.368 10.165 15.494
O -10.577 9.695 17.018
H -9.888 5.672 17.630
H -9.440 6.985 16.475
H -10.520 5.632 16.062
H -12.178 6.365 17.604
H -10.982 7.526 18.259
H -11.802 10.451 14.607
H -12.627 11.115 15.963
H -13.326 9.746 15.187
C -13.193 -1.915 25.216
C -14.225 -0.739 25.062
O -13.723 -0.058 23.903
C -14.233 1.172 23.636
C -13.658 1.789 22.444
O -15.080 1.810 24.283
H -13.026 -2.304 26.220
H -12.193 -1.614 24.903
H -13.520 -2.642 24.473
H -15.277 -1.005 24.966
H -14.158 -0.055 25.908
H -13.502 1.029 21.679
H -12.680 2.243 22.607
H -14.415 2.493 22.099
C -6.234 -3.985 26.355
C -6.667 -4.202 24.902
C -7.406 -5.503 24.461
O -6.332 -3.370 24.059
H -7.047 -3.925 27.079
H -5.600 -3.113 26.514
H -5.651 -4.858 26.645
H -7.034 -6.313 25.088
H -7.188 -5.723 23.416
H -8.495 -5.443 24.455
Br 0.642 1.162 24.263
C 0.014 1.911 22.555
C 0.954 3.110 22.252
Br 0.489 4.608 23.517
H -1.041 2.181 22.521
H 0.249 1.038 21.946
H 0.615 3.408 21.260
H 2.026 2.911 22.268
Br -4.815 6.537 28.102
C -4.249 7.637 26.561
C -5.496 8.223 25.832
Br -4.925 9.481 24.363
H -3.715 6.998 25.858
H -3.636 8.433 26.985
H -6.124 8.665 26.605
H -6.079 7.448 25.332
*
```

Results
HOMO (eV): -9.85
ΔE to the lowest compared entry with this formula, charge and spin (kcal/mol): 63.98
Gap between HOMO and LUMO (Ha): 0.3674

Löwdin population analysis, charges in e, atoms 1 to 8:
1 C -0.069
2 C -0.228
3 O -0.042
4 C -0.485
5 C 0.014
6 O 0.093
7 H 0.071
8 H 0.071

---

Entry 2:
Formula: C4H9NO3
Source: the OMol25 dataset
Level of theory: ωB97M-V/def2-TZVPD

ORCA input file:
```
! RIJCOSX wB97M-V def2-TZVPD def2/J DEFGRID3
* xyz 0 1
C -1.496 -1.216 1.786
C -2.572 -0.674 0.866
N -2.122 0.269 0.011
O -3.725 -1.047 0.882
H -1.921 -1.973 2.437
H -0.693 -1.651 1.196
H -1.086 -0.407 2.386
H -1.167 0.585 0.020
H -2.774 0.699 -0.623
C 2.414 0.306 -2.061
O 2.898 0.847 -0.832
C 2.004 1.155 0.079
O 0.815 1.033 -0.016
H 2.182 -0.753 -1.934
H 1.514 0.835 -2.377
H 3.212 0.432 -2.789
H 2.515 1.558 0.967
*
```

Results
HOMO (eV): -9.38
ΔE to the lowest compared entry with this formula, charge and spin (kcal/mol): 12.69
Gap between HOMO and LUMO (Ha): 0.3662

Löwdin population analysis, charges in e, atoms 1 to 8:
1 C -0.013
2 C -0.614
3 N 0.156
4 O 0.034
5 H 0.078
6 H 0.076
7 H 0.078
8 H 0.048

---

Entry 3:
Formula: C19H13N3S2
Source: the OMol25 dataset
Level of theory: ωB97M-V/def2-TZVPD

ORCA input file:
```
! RIJCOSX wB97M-V def2-TZVPD def2/J DEFGRID3
* xyz 0 1
C -3.002 -5.535 3.599
C -1.969 -6.444 3.729
S -0.451 -5.826 3.059
C -1.269 -4.333 2.592
C -0.599 -3.194 1.973
C 0.763 -2.998 2.048
C 1.177 -1.688 1.577
N 2.438 -1.279 1.719
C 2.702 -0.010 1.282
C 1.725 0.793 0.644
C 0.437 0.324 0.482
N -0.557 1.070 -0.162
C -0.372 2.041 -1.165
C -1.308 3.073 -1.244
C -1.090 4.136 -2.119
C 0.030 4.074 -2.985
N 0.553 4.980 -3.892
C 1.724 4.472 -4.463
C 1.988 3.220 -3.907
C 0.929 2.995 -2.956
C 0.738 1.984 -2.036
C 0.149 -0.964 1.007
S -1.375 -1.813 1.213
C -2.575 -4.297 2.981
H -4.023 -5.754 3.884
H -1.975 -7.499 4.101
H 1.429 -3.706 2.535
H 3.711 0.367 1.393
H 2.021 1.800 0.341
H -1.518 0.811 0.060
H -2.179 3.097 -0.590
H -1.706 5.026 -2.146
H 0.070 5.808 -4.185
H 2.376 4.983 -5.178
H 2.811 2.518 -4.144
H 1.486 1.238 -1.897
H -3.289 -3.471 2.849
*
```

Results
HOMO (eV): -7.52
Gap between HOMO and LUMO (Ha): 0.2834

Löwdin population analysis, charges in e, atoms 1 to 8:
1 C -0.178
2 C -0.393
3 S 1.006
4 C -0.544
5 C -0.516
6 C -0.048
7 C -0.353
8 N 0.096

---

Entry 4:
Formula: H13O6
Source: the OMol25 dataset
Level of theory: ωB97M-V/def2-TZVPD

ORCA input file:
```
! RIJCOSX wB97M-V def2-TZVPD def2/J DEFGRID3
* xyz 1 1
O 3.331 1.422 -0.201
H 3.315 0.823 -0.979
H 3.543 0.919 0.567
O -1.879 -5.601 -1.515
H -1.463 -4.817 -1.083
H -2.257 -6.103 -0.808
O -0.359 2.875 2.452
H -1.244 3.036 2.503
H 0.085 3.427 3.076
O 0.213 -1.022 -0.287
H -0.565 -1.348 0.238
H -0.101 -1.304 -1.191
O -2.408 0.569 -1.399
H -3.135 0.174 -1.729
H -1.979 1.267 -1.917
O 1.160 1.670 0.805
H 0.642 0.928 0.484
H 2.121 1.539 0.390
H 0.580 2.164 1.604
*
```

Results
HOMO (eV): -13.55
ΔE to the lowest compared entry with this formula, charge and spin (kcal/mol): 44.49
Gap between HOMO and LUMO (Ha): 0.3806

Löwdin population analysis, charges in e, atoms 1 to 8:
1 O 0.084
2 H 0.138
3 H 0.089
4 O -0.060
5 H 0.043
6 H 0.018
7 O 0.095
8 H 0.054

---

Entry 5:
Formula: C6H10
Source: the OMol25 dataset
Level of theory: ωB97M-V/def2-TZVPD

ORCA input file:
```
! RIJCOSX wB97M-V def2-TZVPD def2/J DEFGRID3
* xyz 0 1
C 1.102 1.346 -0.292
C 0.585 0.148 -0.340
C 0.895 -0.742 -1.546
C -0.522 -0.159 0.447
C -1.374 -1.139 -0.022
C -0.617 0.581 1.846
H 0.699 2.058 0.483
H 1.924 1.512 -1.074
H 2.077 -0.698 -1.661
H 0.414 -1.748 -1.456
H 0.538 -0.257 -2.481
H -2.132 -1.565 0.625
H -1.531 -1.398 -1.115
H -1.537 1.218 1.775
H -0.953 -0.178 2.630
H 0.431 1.022 2.182
*
```

Results
HOMO (eV): -8.41
ΔE to the lowest compared entry with this formula, charge and spin (kcal/mol): 55.13
Gap between HOMO and LUMO (Ha): 0.3379

Löwdin population analysis, charges in e, atoms 1 to 8:
1 C 0.035
2 C -0.434
3 C -0.078
4 C -0.340
5 C 0.039
6 C -0.064
7 H 0.077
8 H 0.099

---

Entry 6:
Formula: C9H22NO2
Source: the OMol25 dataset
Level of theory: ωB97M-V/def2-TZVPD

ORCA input file:
```
! RIJCOSX wB97M-V def2-TZVPD def2/J DEFGRID3
* xyz 1 1
C -4.817 -0.653 0.277
C 3.669 -0.337 0.506
C 2.342 1.735 0.822
C 0.913 -0.974 1.096
C 1.238 -1.144 -1.317
C -3.705 0.008 -0.611
C -2.318 -0.302 0.057
C 2.532 0.500 0.014
C -0.335 1.045 -0.414
N 1.249 -0.318 -0.151
O 0.190 1.977 -1.241
O -1.320 0.329 -0.938
H -5.653 -0.863 -0.446
H -4.322 -1.452 0.781
H -5.172 0.054 1.101
H 4.054 -1.256 -0.109
H 4.505 0.358 0.504
H 3.466 -0.770 1.485
H 2.087 1.497 1.770
H 1.663 2.428 0.364
H 3.240 2.203 0.856
H 1.215 -0.339 1.877
H -0.217 -1.257 1.252
H 1.635 -1.870 1.136
H 1.108 -0.534 -2.204
H 2.129 -1.678 -1.325
H 0.334 -1.657 -1.364
H -4.083 1.050 -0.743
H -3.821 -0.530 -1.573
H -2.322 0.057 1.038
H -1.943 -1.317 0.046
H 2.691 0.822 -0.996
H -0.142 1.302 0.595
H -0.092 1.886 -2.145
*
```

Results
HOMO (eV): -13.43
ΔE to the lowest compared entry with this formula, charge and spin (kcal/mol): 42.49
Gap between HOMO and LUMO (Ha): 0.3972

Löwdin population analysis, charges in e, atoms 1 to 8:
1 C -0.103
2 C -0.046
3 C -0.025
4 C -0.042
5 C -0.030
6 C -0.205
7 C -0.077
8 C -0.381